# 1
Entry from the OMol25 dataset: a structure of composition C15H15NO7S5Ti in a non-equilibrium geometry (the ωB97M-V functional and the def2-TZVPD basis).

The geometry in XYZ format:
```
44
Properties=species:S:1:pos:R:3:lowdin_charge:R:1
Ti -0.864 0.250 -0.319 0.789
S 1.589 0.613 0.625 0.531
S -1.224 2.105 1.586 0.509
S -4.281 0.624 -4.432 0.333
S -2.629 1.127 -2.009 0.594
S -4.384 -1.320 -2.265 0.599
O -2.210 2.943 2.235 -0.315
O -2.021 -1.093 -0.019 -0.417
O -1.226 2.249 0.104 -0.471
O 0.683 -0.565 0.798 -0.379
O 1.025 1.339 -0.534 -0.368
O -1.392 0.660 1.832 -0.344
O 2.970 0.202 0.465 -0.323
N -0.179 -0.738 -1.929 -0.026
C 1.537 -2.373 -2.244 -0.026
C 0.343 2.516 2.240 -0.282
C 0.429 3.516 3.204 -0.122
C 0.539 0.085 -2.731 -0.125
C 1.782 -0.230 -3.227 -0.057
C 0.271 -2.020 -1.825 -0.235
C 1.587 3.732 3.924 -0.150
C 2.723 2.883 3.702 -0.151
C 2.342 -1.457 -2.907 -0.053
C -3.709 0.177 -2.937 -1.736
C -1.801 -2.197 0.805 -0.293
C 1.505 1.680 1.990 -0.291
C -0.677 -3.069 -1.300 -0.118
C 2.667 1.901 2.744 -0.126
C -0.724 -3.142 0.241 -0.160
H -1.492 -1.846 1.795 0.108
H 0.062 1.028 -2.965 0.102
H 3.357 -1.706 -3.188 0.101
H 3.625 3.030 4.285 0.066
H -0.941 -4.163 0.567 0.100
H -2.750 -2.743 0.912 0.111
H -0.462 4.107 3.377 0.094
H 0.247 -2.844 0.632 0.096
H -0.351 -4.033 -1.698 0.106
H 1.643 4.533 4.653 0.063
H 1.894 -3.381 -2.073 0.111
H -3.662 -1.272 -1.110 -0.144
H 2.311 0.482 -3.845 0.105
H 3.523 1.274 2.525 0.091
H -1.676 -2.863 -1.683 0.104
```

Results
ΔE to the lowest compared entry with this formula, charge and spin ... 42.12 kcal per mole
Total charge ... -2
HOMO level (alpha / beta) ... 0.0346 / -0.0808 hartree
Spin multiplicity ... 3
Energy ... -4002.5845 a.u.
Lowest unoccupied orbital energy (alpha / beta) ... 4.5 / 4.5 eV



# 2
Entry from the OMol25 dataset: a structure of composition C33H57BrN19O in a non-equilibrium geometry (the ωB97M-V functional and the def2-TZVPD basis).

The geometry in XYZ format:
```
111
Properties=species:S:1:pos:R:3:lowdin_charge:R:1
Br 1.781 -1.114 -3.135 0.621
O -0.902 2.059 4.639 -0.152
N 0.538 5.505 -0.714 0.093
N -0.357 0.204 0.367 0.165
N 1.222 8.732 2.928 0.096
N -5.300 0.120 2.981 0.117
N -3.339 5.980 3.126 0.104
N -2.576 0.804 1.428 0.063
N 0.813 5.589 7.439 0.103
N 5.085 -5.239 -0.058 0.100
N 2.148 0.529 2.913 0.118
N -3.323 -2.731 1.411 0.047
N 5.303 0.294 -1.200 0.104
N -0.905 -5.147 -1.889 0.073
N -4.519 -3.740 -0.479 0.034
N -1.211 -1.445 -1.241 0.132
N -5.629 -1.977 0.749 0.064
N 1.203 -5.508 -6.390 0.104
N -2.242 -2.869 -5.124 0.017
N -2.246 -0.904 -0.486 -0.076
N 4.490 -5.171 -6.767 0.111
C -0.823 1.389 3.314 -0.224
C 4.137 -4.408 -9.357 -0.064
C -4.646 -0.457 3.827 -0.202
C 2.797 -0.046 3.763 -0.186
C 1.357 8.635 4.130 -0.228
C 0.099 6.614 -0.944 -0.235
C -3.646 -1.359 -0.781 -0.050
C -0.665 5.784 2.647 -0.069
C -0.292 5.241 7.072 -0.216
C 4.870 1.417 -1.419 -0.226
C -1.066 -4.809 -3.047 -0.212
C -2.669 -1.740 -5.342 -0.052
C 1.731 -2.366 1.090 -0.112
C 4.342 2.806 -1.686 -0.068
C 4.332 -4.831 -7.921 -0.212
C -1.828 0.111 0.539 -0.162
C -0.445 7.992 -1.231 -0.062
C 2.662 -6.818 -4.485 -0.065
C -4.257 -2.432 0.273 -0.569
C -0.006 -0.743 -0.720 -0.155
C -1.664 4.809 6.615 -0.057
C 4.925 -4.898 -1.212 -0.233
C 4.725 -4.472 -2.646 -0.079
C 1.552 -0.843 -1.168 -0.598
C 3.605 -0.761 4.819 -0.053
C -3.832 -1.173 4.877 -0.048
C 1.854 -6.089 -5.539 -0.229
C -2.085 1.841 2.399 -0.123
C -1.263 -4.386 -4.486 -0.195
C 1.525 8.514 5.625 -0.068
C -3.193 -0.349 -5.610 -0.043
C -2.147 5.893 2.912 -0.239
C 2.330 -2.072 -0.425 -0.276
H 3.071 -4.392 -9.598 0.078
H -0.046 2.535 4.828 0.098
H -3.306 0.194 -4.669 0.074
H -5.159 -4.349 0.063 0.079
H -0.572 8.544 -0.297 0.077
H 4.643 -5.109 -10.024 0.079
H 3.370 2.746 -2.181 0.073
H 0.247 8.539 -1.876 0.081
H -3.610 0.611 1.421 0.119
H -5.554 -1.703 1.747 0.022
H -2.322 -4.376 -4.725 0.058
H -0.851 -3.391 -4.639 0.046
H 2.062 0.139 -0.798 0.112
H 5.036 3.351 -2.330 0.080
H 3.582 -7.209 -4.926 0.073
H 3.442 -1.791 -0.277 0.103
H -2.505 -3.310 1.098 0.085
H -2.974 2.054 3.141 0.140
H -3.623 -1.837 -1.854 0.137
H 3.660 -4.455 -2.885 0.045
H 2.421 -3.139 1.602 0.087
H 5.140 -3.474 -2.800 0.082
H 0.131 1.857 2.809 0.096
H -1.907 2.844 1.830 0.131
H 1.667 -1.341 1.620 0.026
H 2.480 8.950 5.929 0.082
H -5.993 -1.204 0.164 0.074
H 2.920 -6.135 -3.673 0.037
H 2.254 -3.084 -0.992 0.094
H -3.583 -4.171 -0.594 0.052
H -4.293 -0.381 -0.888 0.142
H 3.029 -1.594 5.227 0.081
H 5.229 -5.173 -3.317 0.078
H -1.985 5.420 5.768 0.056
H 1.505 7.462 5.917 0.032
H -1.642 3.760 6.308 0.054
H -2.911 -1.558 4.435 0.071
H 0.687 -2.867 0.905 0.075
H 0.715 9.040 6.135 0.082
H -0.104 6.156 3.507 0.055
H 3.855 -0.070 5.628 0.082
H -1.412 7.913 -1.732 0.079
H 2.080 -7.648 -4.078 0.082
H -0.399 6.373 1.767 0.039
H 4.529 -1.147 4.382 0.085
H 4.551 -3.409 -9.510 0.078
H -0.721 0.246 3.480 0.123
H -3.850 -3.385 2.044 0.096
H -0.755 -5.089 -5.153 0.057
H 4.228 3.349 -0.745 0.080
H -1.238 -2.161 -1.992 0.144
H -2.495 0.194 -6.252 0.085
H -0.394 4.740 2.470 0.059
H -3.578 -0.482 5.685 0.085
H -4.163 -0.407 -6.107 0.085
H -2.382 4.926 7.430 0.084
H -4.406 -2.006 5.288 0.085
```

Results
Total charge ... +1
HOMO level ... -0.4144 hartree
Energy ... -4980.5120 a.u.
Lowest unoccupied orbital energy ... -2.6 eV



# 3
Entry from the OMol25 dataset: an isolated molecule of C24H27N5O3S in a non-equilibrium geometry (the ωB97M-V functional and the def2-TZVPD basis).

The geometry in XYZ format:
```
60
Properties=species:S:1:pos:R:3:lowdin_charge:R:1
S -2.257 -0.956 1.382 1.103
O -1.576 3.316 -0.743 0.103
O 5.316 3.148 0.843 0.070
O 5.657 -1.655 -0.283 -0.150
N -1.707 1.296 0.304 -0.021
N 5.181 0.893 0.926 0.068
N -4.779 -0.317 0.665 0.076
N -3.047 1.194 0.155 0.109
N 0.173 0.162 1.180 0.104
C 6.193 -0.685 -1.156 -0.225
C -1.080 0.255 0.939 -0.584
C 0.962 1.201 0.763 -0.211
C 1.282 3.352 -0.312 0.011
C -1.001 2.417 -0.179 -0.356
C 3.375 -2.021 -1.096 -0.039
C -7.157 -0.336 0.296 -0.186
C 0.429 2.319 0.090 -0.064
C -7.010 2.207 -0.850 -0.075
C -6.848 -2.788 -0.141 -0.087
C -5.862 1.595 -0.384 -0.010
C 2.336 1.134 1.012 0.036
C -3.510 0.109 0.645 -0.566
C 6.597 0.633 0.982 -0.164
C -8.230 1.563 -0.751 -0.088
C -5.927 0.327 0.185 -0.177
C 3.169 2.151 0.587 -0.110
C 4.780 -2.595 -0.885 -0.447
C 2.630 3.268 -0.067 -0.002
C -8.293 0.303 -0.182 -0.045
C -7.277 -1.723 0.872 -0.207
C 4.735 -3.808 0.040 -0.041
C 4.654 2.128 0.797 -0.447
C 7.165 0.212 -0.384 -0.132
H 5.390 -0.066 -1.586 0.118
H 4.337 -3.516 1.008 0.082
H -5.819 -2.642 -0.463 0.068
H 3.402 -1.132 -1.722 0.074
H -6.945 3.189 -1.291 0.106
H 4.614 0.077 0.754 0.107
H 4.103 -4.581 -0.386 0.080
H 2.924 -1.761 -0.141 0.072
H -8.320 -1.900 1.142 0.111
H -6.691 -1.820 1.791 0.107
H 5.737 -4.202 0.183 0.079
H -6.936 -3.781 0.293 0.072
H 0.848 4.203 -0.814 0.123
H 7.364 1.093 -0.996 0.117
H 2.698 0.282 1.565 0.118
H -9.245 -0.201 -0.105 0.112
H -4.930 -1.213 1.104 0.109
H -9.130 2.036 -1.113 0.101
H 7.089 1.544 1.326 0.121
H 8.104 -0.315 -0.218 0.112
H 2.749 -2.762 -1.585 0.082
H -4.909 2.090 -0.461 0.092
H -7.483 -2.738 -1.021 0.080
H 3.304 4.056 -0.365 0.119
H 5.195 -2.894 -1.862 0.142
H 6.761 -0.170 1.704 0.122
H 6.717 -1.175 -1.990 0.127
```

Results
SMILES ... CCc1ccccc1Nc1nn2c(=O)c3ccc(C(=O)NCCCOC(C)C)cc3nc2s1
ΔE to the lowest compared entry with this formula, charge and spin ... 7.38 kcal per mole
HOMO level ... -0.3039 hartree
Energy ... -1828.4887 a.u.
Lowest unoccupied orbital energy ... 0.1 eV



# 4
Entry from the OMol25 dataset: a cluster of 2 separate species, C3H9NS in total in a non-equilibrium geometry (the ωB97M-V functional and the def2-TZVPD basis).

The geometry in XYZ format:
```
14
Properties=species:S:1:pos:R:3:lowdin_charge:R:1
S -0.017 1.381 -1.555 0.685
N 0.712 -2.907 2.564 0.007
C -0.934 0.618 -0.112 -0.390
C 0.971 -4.093 2.175 -0.137
C -0.463 3.136 -1.530 -0.459
H -1.995 0.800 -0.263 0.023
H -0.620 -0.380 0.178 0.025
H 0.675 -2.867 3.589 0.034
H 0.427 3.721 -1.143 0.040
H -1.218 3.442 -0.807 0.032
H 1.075 -4.952 2.805 0.052
H -0.672 3.454 -2.551 0.018
H -0.559 1.217 0.727 0.020
H 1.197 -4.161 1.121 0.051
```

Results
SMILES ... C=N.CSC
ΔE to the lowest compared entry with this formula, charge and spin ... 36.70 kcal per mole
HOMO level ... -0.3021 hartree
Energy ... -572.5816 a.u.
Lowest unoccupied orbital energy ... 1.1 eV



# 5
Entry from the OMol25 dataset: the ion C5H6N with charge +1 in a non-equilibrium geometry (the ωB97M-V functional and the def2-TZVPD basis).

The geometry in XYZ format:
```
12
Properties=species:S:1:pos:R:3:lowdin_charge:R:1
N 1.612 0.735 -0.079 0.057
C 1.928 -0.704 0.126 0.216
C -1.772 -0.126 0.092 0.201
C -0.468 0.071 -0.092 -0.279
C 0.497 -1.143 -0.066 -0.155
C 0.304 1.255 -0.088 0.160
H 2.245 1.484 0.094 0.132
H -2.276 -1.140 0.033 0.134
H 0.492 -1.613 -1.038 0.141
H -2.568 0.673 0.131 0.124
H -0.016 2.201 0.150 0.135
H 0.022 -1.694 0.737 0.133
```

Results
ΔE to the lowest compared entry with this formula, charge and spin ... 114.28 kcal per mole
Total charge ... +1
HOMO level ... -0.5438 hartree
Energy ... -248.4336 a.u.
Lowest unoccupied orbital energy ... -7.2 eV